(1)
# C27H22ClN4O2Sc

A molecular structure, C27H22ClN4O2Sc (ωB97M-V/def2-TZVPD, the Open Molecules 2025 dataset).

```
57
Properties=species:S:1:pos:R:3:forces:R:3
Sc -1.7252 -0.5765 0.2504 0.13 0.22 0.31
Cl -6.0538 -1.8148 -5.5740 -0.01 -0.01 -0.02
C -5.2386 -1.3509 -4.1309 0.09 -0.06 0.01
C -5.8152 -0.3996 -3.2847 0.00 -0.02 -0.02
C -5.1866 -0.0126 -2.1192 0.12 -0.07 0.03
C -3.9578 -0.5676 -1.7714 -0.05 -0.17 -0.32
O -3.3467 -0.2045 -0.6458 0.14 -0.06 0.19
C -3.3606 -1.5340 -2.6247 -0.15 0.15 0.06
C -2.1233 -2.1832 -2.3341 0.01 0.02 -0.03
N -1.3418 -1.9395 -1.3206 -0.09 0.06 -0.19
C -0.1668 -2.7006 -1.0863 0.14 -0.11 -0.02
C 0.6284 -3.2527 -2.0571 -0.11 0.07 0.08
C 1.7563 -4.0185 -1.7052 0.06 -0.04 0.04
C 2.0803 -4.2266 -0.3949 0.01 -0.01 -0.03
C 1.2957 -3.6516 0.6317 -0.11 0.05 -0.07
C 1.5554 -3.8480 2.0047 -0.02 0.02 0.04
C 0.7448 -3.2702 2.9436 -0.02 0.01 0.00
C -0.3172 -2.4641 2.5147 0.01 0.01 -0.04
N -0.5982 -2.2537 1.2395 -0.08 -0.01 -0.05
C 0.1793 -2.8625 0.2844 0.10 -0.13 -0.09
C -4.0302 -1.9175 -3.8056 -0.09 0.07 0.04
H -6.7715 0.0295 -3.5521 0.00 0.01 0.00
H -5.6413 0.7157 -1.4628 0.02 0.01 0.01
H -1.8334 -2.9718 -3.0285 0.00 -0.03 0.04
H 0.4003 -3.1021 -3.1042 -0.01 0.02 0.00
H 2.3612 -4.4492 -2.4908 0.01 -0.01 0.00
H 2.9355 -4.8317 -0.1250 0.01 -0.01 0.00
H 2.3929 -4.4670 2.3017 0.01 0.00 0.01
H 0.9069 -3.4150 4.0016 0.00 0.00 0.00
H -0.9543 -1.9771 3.2445 0.01 0.01 0.00
H -3.5934 -2.6617 -4.4587 0.01 0.00 0.00
C 2.3277 4.4133 2.0680 0.04 0.04 -0.05
N 1.0813 3.7048 1.8196 -0.10 -0.12 0.05
N 1.0620 2.4767 1.2130 -0.04 0.00 0.02
C -0.2162 2.0412 1.1680 0.15 0.18 -0.12
O -0.4959 0.8974 0.6155 -0.31 -0.06 0.15
C -1.0210 3.0125 1.7606 0.00 0.00 -0.02
C -0.1726 4.0366 2.1577 0.05 -0.09 -0.05
C -0.4952 5.3082 2.8532 0.02 0.06 0.03
C 2.2240 1.8461 0.6623 0.04 0.00 -0.02
C 2.7800 0.7639 1.3286 0.00 0.04 -0.02
C 3.9043 0.1549 0.7914 -0.03 0.02 0.00
C 4.4565 0.6378 -0.3877 0.03 -0.02 -0.02
C 3.8890 1.7225 -1.0429 -0.02 0.01 0.00
C 2.7576 2.3321 -0.5220 0.01 -0.05 0.04
H 3.1130 3.6909 2.2742 0.00 0.01 0.02
H 2.1925 5.0478 2.9390 -0.02 0.00 -0.01
H 2.6059 5.0202 1.2074 0.01 0.00 0.02
H -2.0914 2.9969 1.8662 0.00 -0.02 0.01
H -1.5720 5.4488 2.8863 0.00 -0.01 0.00
H -0.0512 6.1612 2.3410 0.00 0.01 0.01
H -0.1246 5.2916 3.8796 0.01 0.02 -0.01
H 2.3433 0.4221 2.2587 0.01 -0.01 0.00
H 4.3618 -0.6819 1.3014 0.00 0.00 0.01
H 5.3418 0.1700 -0.7967 0.00 0.00 0.00
H 4.3263 2.0925 -1.9599 0.00 0.00 0.00
H 2.2921 3.1713 -1.0229 0.01 0.01 -0.01
```
Forces are in eV/Å.

The charge is +2. The value obtained for the orbital gap is 7.067 eV. The electronic energy comes out at -2632.177172 hartree.

***

(2)
# C3H7N2

A gas-phase ion, C3H7N2 (charge +1) at a distorted geometry (ωB97M-V/def2-TZVPD, the Open Molecules 2025 dataset).

```
12
Properties=species:S:1:pos:R:3:forces:R:3
C 0.5935 -0.1247 0.0129 -0.63 -1.14 -0.30
C 1.5987 1.0624 -0.0618 -5.72 0.45 2.57
C -1.9912 0.2637 -0.0577 1.79 3.33 3.57
N -0.8781 -0.5482 -0.0355 4.23 0.99 -0.68
N 1.1703 -1.3149 0.0157 -1.64 0.10 -0.69
H 1.3256 2.0648 0.3987 0.37 -1.56 -0.72
H 2.4370 0.9752 -0.6361 2.12 -0.60 -1.36
H -2.5414 -0.0517 0.8321 -0.42 -0.34 0.38
H -1.7511 1.3750 0.2632 -0.98 -1.79 -1.73
H -2.5918 -0.1033 -0.8231 -1.35 0.29 -1.86
H 2.0631 -1.5009 0.3658 1.78 -0.12 0.15
H 0.5654 -2.0974 -0.2742 0.44 0.39 0.67
```
Forces are in eV/Å.

The charge is +1. The value obtained for the orbital gap (alpha / beta) is 8.177 / 8.184 eV. The electronic energy comes out at -227.572301 hartree. The value obtained for the energy above the lowest of the compared OMol25 structures with the same formula, charge and spin is 478.0 kJ/mol.

***

(3)
# C48H75CsNO12

A molecular structure, C48H75CsNO12 at a distorted geometry (ωB97M-V/def2-TZVPD, the Open Molecules 2025 dataset).

```
137
Properties=species:S:1:pos:R:3:forces:R:3
Cs 2.8675 -2.2888 -0.8949 -0.35 -0.36 -0.04
C 0.6195 -4.3575 2.4138 0.86 -0.55 1.39
O 0.9263 -3.2124 1.6607 -0.56 0.79 -0.17
C -0.0942 -2.2229 1.7578 0.32 -0.97 -0.10
C 0.1265 -1.1524 2.6295 0.09 1.20 -0.40
C 1.4858 -0.6530 3.1680 0.21 -0.99 -1.48
C 1.8285 0.6729 2.5724 -0.58 2.78 -1.14
C 1.3322 1.8495 3.2362 0.68 -1.52 -0.84
C 1.1887 3.1003 2.6222 0.32 0.16 0.31
C 1.5839 3.1609 1.2885 0.49 -0.47 -0.46
C 2.2441 2.1105 0.6164 -1.32 -0.13 0.33
C 2.4267 2.2271 -0.8830 0.56 -0.78 -0.82
C 1.1407 1.8938 -1.6844 0.03 0.47 1.10
C 0.0456 2.7983 -1.5804 2.11 -1.10 0.13
C -1.1593 2.6188 -2.2093 -0.99 -0.41 0.28
C -1.3400 1.3552 -2.8557 0.84 1.35 0.40
C -0.2539 0.4876 -3.0272 -1.00 0.08 0.11
C -0.5788 -0.7595 -3.8021 -0.26 -2.52 1.28
C -1.5694 -1.6356 -3.0035 -0.21 -0.89 -0.44
C -2.9052 -1.8365 -3.4729 -0.12 1.01 1.52
C -3.8817 -2.4719 -2.6557 1.05 -0.05 -0.46
C -3.3884 -3.0871 -1.4656 -0.17 0.28 -1.77
C -2.0530 -3.0770 -1.1262 -0.51 -0.04 0.68
C -1.6038 -3.6183 0.2336 -0.80 0.16 -1.96
C -1.2991 -2.3988 1.0627 0.50 -0.20 1.61
C -2.3358 -1.4757 1.3008 0.13 -1.27 -0.04
C -2.2128 -0.4588 2.2064 2.55 0.38 0.71
C -0.9376 -0.2997 2.8346 -2.14 -0.65 -1.14
C -3.3493 0.4113 2.6179 -1.18 0.80 0.33
C -2.9847 1.8781 3.0983 -1.19 -1.05 0.44
C -3.9705 -0.2425 3.8681 0.44 1.64 0.80
C -4.3906 0.4896 1.4851 1.98 4.65 -0.28
C -1.0375 -2.3898 -1.8596 -2.63 0.96 -0.62
O 0.1301 -2.4001 -1.3910 1.48 0.36 -0.74
C -5.3930 -2.4459 -2.9776 0.48 -0.57 0.06
C -5.9509 -3.8749 -3.1229 -0.48 0.51 0.11
C -5.7049 -1.6890 -4.2470 0.63 0.04 -1.03
C -6.0933 -1.8010 -1.8022 -1.24 0.82 0.39
C 0.9889 0.7328 -2.4076 -0.58 0.32 -1.94
O 2.0568 -0.0811 -2.7295 0.16 -0.52 1.38
C 2.4759 -0.1354 -4.0803 -2.23 -0.57 0.57
C -2.2496 3.7316 -2.1356 -0.60 -0.21 0.72
C -1.7118 5.0584 -2.7538 0.00 -0.96 -0.58
C -2.7549 4.0779 -0.6784 0.56 -1.99 0.40
C -3.5215 3.2836 -2.8638 -0.33 0.61 1.82
C 2.4198 0.8511 1.2569 0.65 -0.59 1.39
O 3.2078 -0.0927 0.7385 -0.81 0.67 -0.06
C 0.7068 4.3894 3.3543 1.01 0.06 -0.42
C -0.6891 4.7717 2.8620 -0.19 0.33 0.16
C 0.7209 4.1726 4.8674 -0.75 1.52 -0.25
C 1.6841 5.5499 3.0631 -0.91 0.78 -0.05
H -0.1678 -4.9649 1.9962 -0.34 -0.14 -0.38
H 1.5329 -4.9843 2.5172 -0.42 0.43 -0.41
H 0.3337 -4.1330 3.4660 0.03 0.27 -0.54
H 1.4133 -0.5127 4.2194 0.13 -0.30 1.05
H 2.2435 -1.3741 2.8668 0.15 -0.17 0.50
H 1.1257 1.6307 4.2782 -0.41 0.52 0.09
H 1.4123 4.0678 0.7064 0.13 -0.02 0.29
H 2.7166 3.2432 -1.1194 -0.02 0.43 -0.11
H 3.2764 1.5948 -1.2551 -0.87 0.35 0.41
H 0.3595 3.5871 -0.9231 -0.85 0.86 -0.08
H -2.3162 1.0629 -3.2400 0.33 0.03 -0.05
H -0.9792 -0.6433 -4.8019 0.06 0.52 -0.20
H 0.2274 -1.5053 -3.8324 0.52 0.78 -0.34
H -3.2614 -1.2561 -4.3579 0.61 -0.62 0.67
H -4.0630 -3.6968 -0.8911 -0.28 0.02 0.48
H -2.4063 -4.2582 0.6083 -0.12 0.33 0.45
H -0.8155 -4.3013 -0.0276 0.97 0.09 0.57
H -3.3010 -1.7322 0.8925 -0.08 0.21 -0.41
H -0.8881 0.5439 3.4648 0.64 0.74 0.69
H -2.4034 1.8862 4.0203 0.55 -0.14 -0.28
H -2.5475 2.4658 2.3266 0.58 0.33 -0.60
H -3.8930 2.4162 3.4396 0.06 -0.45 -0.51
H -3.2299 -0.0148 4.6735 -0.71 -0.63 -0.23
H -4.8871 0.3030 4.1028 -0.10 0.00 0.19
H -4.2110 -1.2846 3.8470 0.16 -0.71 -0.37
H -3.9429 0.7422 0.5022 0.21 -0.37 0.46
H -4.9307 -0.3347 1.3601 -2.21 -3.61 -0.38
H -5.0870 1.3449 1.6094 0.16 -0.48 0.46
H -5.3540 -4.4940 -3.7785 0.37 -0.22 0.10
H -6.0860 -4.2988 -2.1264 0.21 -0.40 -0.16
H -6.9391 -3.8141 -3.5867 -0.16 -0.02 0.12
H -5.3409 -2.2110 -5.1385 0.15 -0.15 0.12
H -6.7342 -1.4716 -4.4745 -0.81 -0.29 0.50
H -5.2304 -0.7276 -4.2750 0.39 0.65 0.18
H -5.7922 -2.2629 -0.8675 0.31 0.22 0.19
H -5.9869 -0.6933 -1.7646 0.36 -0.71 0.08
H -7.1833 -1.9685 -1.8325 0.12 -0.02 -0.30
H 1.5503 -0.1333 -4.6961 1.10 0.12 -0.19
H 3.1170 0.6704 -4.2110 1.06 1.76 -0.92
H 3.0466 -1.0357 -4.2037 0.09 -0.66 -0.17
H -0.7222 5.2760 -2.3662 0.09 0.15 0.16
H -1.6204 5.0073 -3.8560 -0.03 -0.21 0.43
H -2.3869 5.8758 -2.5408 -0.20 0.27 0.21
H -1.9998 4.5814 -0.1104 0.94 -0.09 0.50
H -3.5384 4.8159 -0.6357 -0.78 0.04 -0.62
H -3.0906 3.1337 -0.0932 0.58 1.52 -1.03
H -3.2944 2.8114 -3.7539 0.35 -0.90 -2.05
H -4.1764 2.6088 -2.2666 0.58 0.41 -0.25
H -4.0561 4.1934 -3.0673 -0.67 0.31 -0.22
H -1.1939 3.8258 2.9263 -0.99 -0.04 -0.09
H -1.2551 5.5879 3.4145 0.92 -0.97 -0.34
H -0.6346 5.0654 1.8078 -0.09 -0.08 0.10
H 0.0620 3.3654 5.1655 -0.18 -0.01 0.21
H 1.7140 4.0057 5.2423 0.51 -0.32 0.09
H 0.3900 5.1561 5.2880 0.00 -0.91 0.10
H 1.7391 5.8788 2.0071 0.19 -0.70 0.37
H 1.3150 6.4684 3.5581 0.10 -0.36 0.17
H 2.6434 5.3078 3.4837 0.66 0.04 -0.15
O 4.2834 -6.1483 -2.1921 -0.64 0.93 1.63
H 4.2323 -5.9045 -1.2209 0.21 -0.31 -1.54
H 4.9251 -6.8459 -2.2328 0.48 -0.48 0.01
O 5.0198 -1.7301 1.9123 0.28 2.80 0.46
H 4.3660 -1.0721 1.5232 0.32 -0.02 0.69
H 4.7506 -2.5034 1.4971 -0.57 -2.74 -0.85
O 4.8786 -4.5525 0.6082 -0.21 0.41 -0.69
H 5.6463 -4.0976 0.1837 -0.30 -0.81 0.58
H 5.1440 -5.0874 1.3611 0.47 0.27 -0.11
O -1.4192 -5.0988 -3.4630 1.35 1.49 0.64
H -0.6321 -4.5521 -3.1547 -1.14 -1.24 -0.58
H -2.0998 -4.4329 -3.2591 -0.19 -0.37 -0.13
O 5.4591 1.3943 0.4472 0.28 -0.85 -0.27
H 4.6619 0.8124 0.4392 -0.23 -0.23 0.38
H 5.0529 2.2436 0.3891 -0.24 1.12 0.01
O 6.6423 0.4228 3.6943 2.49 -0.02 -0.40
H 7.6263 0.4441 3.4799 -1.84 0.32 0.56
H 6.4332 -0.4449 3.3413 -0.76 -0.38 -0.16
N 6.9909 -0.5990 -0.8792 -0.11 1.11 -0.79
C 7.7238 -1.1485 0.2333 0.09 0.02 1.16
C 7.5900 -2.6569 0.2423 -0.46 0.43 -0.43
O 6.8797 -3.0581 -0.8207 -0.25 -0.70 -0.14
O 8.0351 -3.4193 1.0481 0.22 -0.20 0.34
H 7.6149 -0.0518 -1.4786 -0.34 -0.33 0.23
H 6.2640 0.0671 -0.5858 0.35 -0.22 0.12
H 6.6452 -2.2001 -1.2945 0.08 -0.02 0.25
H 7.4504 -0.7577 1.2286 -0.29 -0.17 -0.55
H 8.7713 -0.9538 0.1506 0.88 0.17 -0.17
```
Forces are in eV/Å.

The charge is -1. The value obtained for the orbital gap is 5.782 eV. The electronic energy comes out at -2851.896699 hartree.

***

(4)
# C22H29N3O2S

C22H29N3O2S in the gas phase (ωB97M-V/def2-TZVPD, the Open Molecules 2025 dataset).

```
57
Properties=species:S:1:pos:R:3:forces:R:3
C -5.0302 -3.0881 -0.0351 0.04 0.55 -0.09
H -5.1626 -3.8256 -0.8195 0.00 -0.11 -0.02
H -5.8021 -3.2057 0.7205 -0.03 -0.13 0.07
H -4.0425 -3.1909 0.4048 0.05 -0.15 0.06
S -5.1988 -1.4612 -0.8193 -0.18 0.01 0.07
C -5.1140 -0.3847 0.6486 0.28 -0.47 -0.30
H -5.8085 -0.7941 1.3834 -0.06 0.13 0.07
H -5.4904 0.5801 0.3128 -0.06 0.07 0.08
C -3.7179 -0.2357 1.2747 -0.28 0.06 0.35
N -2.7047 0.3907 0.4486 0.00 -0.11 -0.17
C -1.9902 -0.4809 -0.4623 0.33 0.02 -0.14
C -0.6822 0.1912 -0.8754 -0.10 0.10 -0.20
C -0.9921 1.5141 -1.5769 -0.37 -0.21 0.37
C -1.8239 2.3799 -0.6298 -0.02 -0.09 -0.30
C -3.0826 1.6203 -0.2162 0.18 0.14 0.12
H -3.6619 2.2357 0.4735 -0.07 0.01 -0.07
H -3.6948 1.4283 -1.1156 -0.07 0.04 0.05
H -2.0986 3.3145 -1.1215 0.03 0.05 -0.03
H -1.2334 2.6099 0.2592 -0.03 0.03 0.03
H -1.5715 1.3125 -2.4866 0.01 -0.01 0.15
O 0.1579 2.1873 -2.0783 0.42 0.19 -0.01
C 1.1066 2.5969 -1.1653 0.07 0.13 0.02
C 2.1105 1.7270 -0.7573 -0.05 0.11 -0.07
C 3.0988 2.1625 0.1183 -0.31 0.21 0.09
C 3.0752 3.4692 0.5925 0.13 -0.13 0.03
C 2.0931 4.3425 0.1626 0.04 -0.03 0.04
C 1.1114 3.9132 -0.7133 -0.14 -0.21 -0.15
H 0.3419 4.5885 -1.0550 -0.09 0.04 -0.06
H 2.0859 5.3630 0.5158 0.01 0.08 0.02
H 3.8366 3.7838 1.2895 0.06 0.02 0.07
C 4.1492 1.2247 0.6157 0.15 0.06 -0.15
O 4.5899 1.2703 1.7486 -0.02 0.07 0.21
N 4.5983 0.3463 -0.3146 0.20 -0.20 -0.30
H 4.1077 0.2829 -1.1935 -0.03 0.10 0.16
C 5.3292 -0.8367 0.0564 0.15 0.17 0.13
C 4.4951 -2.0777 -0.1490 0.02 -0.17 0.08
N 3.3423 -1.9177 -0.7856 0.09 0.34 -0.06
C 2.5732 -2.9747 -0.9842 -0.20 -0.38 -0.05
C 2.9099 -4.2506 -0.5663 0.03 0.04 0.01
C 4.1193 -4.4226 0.0920 0.02 0.10 -0.02
C 4.9272 -3.3206 0.3059 -0.13 0.02 -0.09
H 5.8731 -3.4112 0.8175 0.10 -0.01 0.07
H 4.4240 -5.4008 0.4349 0.02 -0.06 0.03
H 2.2492 -5.0833 -0.7491 -0.07 -0.05 -0.03
H 1.6438 -2.7805 -1.5045 -0.09 -0.09 -0.04
H 6.2508 -0.9146 -0.5347 -0.07 -0.02 0.14
H 5.6031 -0.7320 1.1111 0.04 -0.03 -0.18
H 2.0942 0.7071 -1.1122 -0.01 -0.12 -0.05
H -0.0857 0.3831 0.0181 0.03 -0.04 0.01
H -0.1219 -0.4655 -1.5427 0.07 -0.01 -0.04
H -1.7646 -1.4183 0.0525 -0.07 -0.01 -0.06
H -2.5785 -0.7123 -1.3656 0.08 -0.06 0.12
C -3.8546 0.5340 2.5946 0.09 -0.25 -0.18
H -4.3607 1.4840 2.4459 -0.09 0.15 0.02
H -4.4244 -0.0482 3.3144 -0.12 0.00 0.10
H -2.8658 0.7265 3.0002 0.08 0.03 0.07
H -3.3386 -1.2355 1.5171 -0.04 0.08 -0.04
```
Forces are in eV/Å.

The charge is 0. The value obtained for the orbital gap is 8.731 eV. As for the SMILES: CSC[C@H](C)N1CCC(Oc2cccc(C(=O)NCc3ccccn3)c2)CC1. The electronic energy comes out at -1568.671628 hartree. The value obtained for the energy above the lowest of the compared OMol25 structures with the same formula, charge and spin is 113.8 kJ/mol.